Record 1
The following is a DFT calculation (the ωB97M-V functional and the def2-TZVPD basis) of a 15-piece molecular cluster, C45H90O15 overall in a non-equilibrium geometry.

Element x y z (Å)
H: 13.0097 12.4707 9.1191
C: 16.6288 10.5770 10.8244
C: 13.4835 13.0450 15.7103
H: 13.7868 16.4085 11.9413
H: 19.2623 15.0144 12.3131
H: 12.4496 21.2353 11.8284
C: 17.6226 18.9328 11.3389
H: 13.2367 7.6543 14.2446
H: 19.0789 11.0039 16.5200
H: 17.8420 18.6821 16.7118
H: 14.5799 20.6182 13.6932
C: 17.8694 15.4475 8.1225
O: 9.5997 12.7535 10.6926
O: 12.9439 12.4503 17.9499
O: 15.5281 10.2470 10.4122
H: 21.4616 16.5912 13.7123
O: 13.3419 16.2254 15.1202
H: 11.3641 16.3914 17.7690
H: 18.2671 18.2331 18.2381
C: 12.0624 21.2504 12.8539
H: 19.4877 15.3742 17.4872
C: 15.3955 7.6078 12.7108
H: 16.1317 20.4344 11.7945
H: 13.6330 18.0570 20.2170
C: 10.5639 15.7079 15.8456
C: 19.4812 17.3283 16.7012
H: 16.9677 13.3560 18.4238
H: 15.6963 15.5981 10.4153
H: 6.8878 12.7004 10.5974
C: 17.1927 14.7438 9.2669
C: 21.4636 15.5508 13.2820
C: 18.2024 17.8599 17.2568
H: 12.7135 16.5068 19.9640
H: 17.5233 17.0027 17.2699
H: 10.7604 16.2395 8.2341
H: 15.9441 15.9871 13.0917
H: 16.2262 11.8296 17.8488
C: 14.4380 15.1663 18.3830
H: 10.9825 16.8708 9.8640
H: 13.1783 14.9280 12.4573
H: 15.0927 6.5904 12.8730
H: 11.8097 15.3528 9.2439
O: 20.7556 13.6890 14.5932
H: 15.1790 14.0374 9.7066
C: 12.7167 10.5654 11.9707
H: 13.8244 8.6614 15.5765
C: 10.3035 17.0268 15.2275
H: 16.4619 7.6272 12.5741
H: 11.1654 17.6375 15.3339
H: 17.1939 20.8179 10.5689
H: 18.6437 10.6011 10.1119
C: 8.8696 12.8134 11.6659
H: 18.9492 15.5914 8.3137
H: 15.2253 15.5420 8.7021
C: 13.2523 15.9910 12.7680
H: 18.6487 15.7629 13.8675
H: 12.9069 13.8299 15.2201
H: 11.0013 21.2516 12.7830
H: 7.2999 14.1756 11.5334
H: 10.5857 11.9398 16.9509
H: 14.0482 18.6826 8.7106
H: 9.7868 15.5503 17.8674
H: 13.0649 10.6410 9.2250
H: 14.3928 13.4620 16.1046
C: 11.3577 11.7409 16.2625
O: 15.6763 9.6457 13.8714
O: 11.7789 19.0774 13.6708
C: 14.0942 7.9729 14.8141
H: 11.6412 11.5858 9.6519
C: 17.6103 12.5539 16.4998
H: 15.8546 15.7521 14.8776
H: 20.1462 16.5620 18.6370
C: 10.7503 15.5890 17.3857
H: 14.8406 7.9254 11.8240
C: 14.6939 16.4566 19.1471
H: 18.6351 13.9193 13.5575
C: 16.7412 11.5971 11.8705
H: 21.1380 15.8844 17.2592
H: 6.9356 12.7065 12.4200
C: 12.6621 12.4153 16.7678
H: 13.6131 14.6506 18.8972
C: 7.3982 13.0702 11.5077
H: 13.3493 9.7385 11.5480
H: 13.8148 17.8537 10.2028
C: 15.0758 8.5571 13.8079
H: 17.4493 12.3668 11.6523
C: 12.6963 11.5917 9.5987
H: 11.7282 10.2203 11.7173
H: 12.9237 10.6642 13.0364
O: 17.3533 13.5230 15.8570
H: 19.2057 17.6877 10.7595
O: 17.8526 13.9929 9.9279
H: 14.0448 15.3808 17.4234
C: 11.4969 16.3553 9.0284
C: 13.9583 15.9752 14.0632
H: 21.2877 15.8042 12.2253
C: 12.5271 20.0378 13.6764
H: 15.3151 14.4986 18.3342
O: 15.8044 16.8463 19.3903
H: 13.7498 12.2324 14.9683
H: 17.7149 14.8446 7.1677
H: 12.2803 16.4861 12.8999
O: 13.5774 12.7434 11.4834
C: 12.7184 17.1167 8.5574
H: 17.4167 16.4217 7.8959
C: 9.3552 12.6942 13.0807
H: 12.3909 22.2010 13.2717
C: 17.1318 12.4608 17.9137
C: 15.4324 15.5453 13.9025
C: 17.8746 9.8539 10.3588
O: 16.7754 18.0129 11.3711
H: 17.8502 11.8626 18.5239
H: 13.0169 17.6260 18.6463
C: 17.1299 20.3318 11.4980
H: 15.4412 14.4787 13.7843
H: 17.7396 20.8967 12.1527
H: 17.5370 10.5544 15.8056
H: 11.0821 12.1418 15.3034
C: 18.3042 11.3666 15.8578
C: 20.4780 14.6274 13.8828
H: 12.6138 18.9749 9.7677
H: 11.3496 14.7415 17.6202
H: 13.8679 20.4534 15.2742
H: 18.1895 9.3155 11.2574
H: 17.0068 11.1500 12.8370
H: 14.3984 19.0682 14.4971
H: 9.1985 11.7063 13.4378
H: 10.1264 16.8949 14.1912
H: 10.4669 12.8556 13.0112
C: 20.1539 16.2502 17.5441
H: 14.5002 7.1090 15.2717
C: 13.2656 18.2510 9.3250
O: 10.5735 14.7128 15.1671
C: 19.0462 18.7164 10.9262
C: 15.7146 14.9709 9.5220
H: 18.7356 11.5982 14.9311
H: 22.5145 15.1982 13.3153
C: 13.0957 11.6938 11.0401
C: 19.0547 14.8735 13.3965
H: 19.3010 19.4623 10.0993
H: 8.8819 13.4577 13.8226
H: 9.4484 17.5599 15.7179
C: 13.9302 20.0082 14.2929
H: 19.6734 19.1108 11.6867
H: 15.7821 12.0355 12.0581
O: 19.9174 17.5893 15.5954
H: 11.4634 10.6376 16.1820
C: 13.4665 17.2144 19.5365
O: 13.2998 16.6816 7.5738
H: 17.4634 9.1238 9.6055

**Energy above the lowest of the compared OMol25 structures with the same formula, charge and spin**: 109.5 kJ/mol

Results of the Mulliken charge analysis, in e, for atoms 1 through 4: 0.212, 0.651, 1.495, -0.577

---

Record 2
The following is a DFT calculation (the ωB97M-V functional and the def2-TZVPD basis) of a 9-piece molecular cluster, C45H95BNO33P2 overall in a non-equilibrium geometry.

Element x y z (Å)
H: -4.1845 5.1206 1.3671
O: -7.2735 -1.8957 -8.6920
H: -2.9208 -1.8782 -4.4508
H: -4.0578 -6.2124 -1.2526
H: -3.2312 -1.9258 -9.9854
C: 1.4239 -6.2748 -0.2602
O: 11.9736 -1.1976 1.5324
H: -1.8170 -9.3889 0.4371
C: -2.3143 -8.8573 1.2548
O: 8.1213 7.9732 7.7650
H: 0.3942 -6.6351 -0.7428
C: -6.4773 -1.9699 -9.7881
C: 3.7577 3.3271 2.8673
C: 7.8168 1.0817 3.4350
H: -0.4307 -11.8383 5.5169
H: -2.9186 5.6985 2.4674
C: -4.0017 -5.2141 -1.8997
C: -2.0806 -3.7652 -1.9344
O: 6.9618 9.3179 6.3069
H: -1.8752 1.6447 -2.7595
H: -2.5315 -3.5330 -3.0196
H: -8.1172 3.4897 -1.1065
H: -5.7933 -3.7954 -1.6103
H: 2.2524 0.3206 0.8449
H: -4.3474 -1.1339 -11.1142
O: -1.0322 -10.5397 4.0521
H: 2.7089 3.1849 3.1419
C: -1.0915 -3.3668 0.9765
H: -5.6075 -4.4815 -3.4313
H: 9.7745 8.6479 3.9146
O: -8.2814 4.2650 -3.0317
H: -8.9664 -1.0967 -9.6026
H: 7.0128 9.2410 8.9889
C: 2.0342 -1.4204 -0.7153
P: -3.7166 -1.1615 -2.1708
C: -5.5488 -4.7322 -2.2778
H: -7.4232 9.1670 1.2815
H: -6.2972 0.9195 0.0343
C: -4.6109 -0.3934 -4.8169
H: -6.5746 -3.8423 1.3438
H: -9.3692 1.2819 -5.2513
C: 8.6322 5.8396 2.2764
P: -1.6733 0.4814 -0.8741
O: 13.8277 0.1572 1.4601
C: -1.6781 -10.4304 2.8638
C: 7.2857 8.8512 -1.0338
H: -5.5202 -0.9044 -4.2761
C: -3.2642 -0.8558 -3.9393
H: 0.6878 -2.6821 -2.8177
H: -1.4889 -4.7575 -2.1721
H: 3.6918 0.2566 -0.3717
C: 5.8294 2.2691 3.1058
H: -1.4869 -4.4482 0.6458
O: -5.2520 -1.2678 2.6052
H: -7.0135 8.6567 -0.3976
B: -5.0380 -2.5171 1.7927
H: 9.1693 5.8703 3.2284
H: -9.3872 2.3603 -6.6598
C: -2.0113 -1.3113 2.5917
H: -2.1514 -1.8246 3.6371
C: -2.2045 -1.3224 -0.9371
C: 7.9219 7.2782 0.5752
H: 2.3200 -6.7418 -0.8500
H: 3.5738 -1.0771 1.0290
C: -7.6453 4.2346 -1.7554
H: -1.9733 -12.2607 4.7496
C: -0.9678 -11.8690 4.5650
H: -2.7857 -0.4096 2.5657
H: -6.5744 4.0340 -1.8624
H: -2.4121 -0.0575 -4.1162
O: 8.9655 8.3308 5.7690
H: -4.4716 -0.8923 -5.8922
O: -0.0350 0.9360 -1.0369
H: 12.2070 -3.2267 1.3827
H: -4.6156 0.3793 0.6840
H: 2.3896 -4.3915 -1.0735
C: -5.1726 0.7007 -0.3040
O: 7.9350 8.5843 0.2077
N: -0.1861 -2.9399 -0.2027
O: -2.1162 1.1134 0.5495
H: 1.7938 -0.7708 -1.6470
H: -0.9201 -2.3309 -3.7147
C: -8.8492 2.1116 -5.7409
H: -0.0620 -0.9661 -2.7720
H: -0.9294 -0.8682 2.5693
O: -3.2563 -4.1777 -1.1673
C: -8.6702 -1.9446 -8.9767
H: -9.2109 -1.8777 -8.0286
C: -8.2072 3.0981 -3.7203
H: -6.2264 -1.1714 2.8405
H: 8.0016 8.5907 3.9423
H: -3.4728 -5.5439 -2.9162
C: 8.8871 8.9411 4.4823
H: -2.2435 -7.7836 1.0603
H: -5.9400 -1.3190 -1.0129
C: -0.3534 -2.1021 -2.7292
O: -4.1324 7.1709 1.7239
H: 7.7830 8.3197 -1.8515
H: 2.7785 -2.2550 -1.0580
O: -2.9260 -1.5677 0.3056
H: 7.3562 7.6238 9.6322
H: 13.3731 -2.2817 0.4370
C: -0.2544 -5.7814 3.7475
H: -4.6808 0.7720 -4.8982
O: -1.6650 -9.1243 2.4963
O: 7.4171 6.3613 -0.0537
C: -2.3117 -2.3582 1.3159
C: -3.9638 5.8278 2.1732
O: -6.3471 6.7089 1.3239
H: -3.3737 -9.1286 1.3071
C: 12.8305 -2.3284 1.3867
C: 12.2347 2.2939 1.7331
H: 1.9910 -4.3431 0.8038
H: -0.4167 -12.5210 3.8796
H: 8.0466 1.0325 2.3657
C: 0.7936 -1.8959 0.2228
O: 6.4038 3.1510 2.4866
C: 1.5458 -4.6040 -0.2553
O: -8.8471 3.2671 -4.9048
H: -4.3141 -2.9297 -10.9684
H: 12.7536 2.5254 0.7973
C: -5.2588 -0.4463 -1.4617
H: 6.1335 7.7996 8.3589
H: 8.1738 0.1618 3.9062
H: -3.5836 -4.3763 1.4106
H: 0.3411 -2.9646 2.8535
H: 7.3565 9.9250 -1.2283
H: -1.4020 -6.0118 3.7053
H: -3.4216 -3.5010 3.0693
O: 6.4083 1.1659 3.6432
O: -6.1799 -2.9846 0.9809
H: 4.1062 4.2643 3.3132
O: -2.1829 -11.3473 2.2349
H: 3.8253 3.3677 1.7754
C: -0.3909 -3.7568 2.3903
O: -5.4108 8.7690 0.9264
H: 0.2063 1.1626 -2.0037
H: 9.1833 5.1876 1.5910
H: 7.6267 5.4479 2.4610
O: -5.1860 -1.9124 -9.3750
H: 8.8809 10.0321 4.5724
H: 0.1671 -0.9940 0.6930
O: -7.6600 2.0747 -3.3404
H: 13.5266 -2.3962 2.2290
C: 7.9188 8.6124 6.5853
C: -5.3937 7.4719 1.3246
O: 0.3222 -4.0672 -0.6599
H: 8.3276 1.9291 3.9036
H: 11.4049 2.9965 1.8491
C: -6.6840 9.2280 0.4763
O: -2.5339 1.5593 -2.0055
C: 12.6211 -0.0054 1.5531
O: 4.5006 2.2211 3.3765
H: 1.4455 -2.2412 1.1682
H: -6.5809 10.2763 0.1828
H: -7.8264 1.8262 -6.0073
H: -4.7690 1.7554 -0.6792
H: -8.9332 -2.8927 -9.4569
H: -1.2409 -3.8513 3.2311
H: 1.5012 -6.7026 0.8504
H: -6.2649 -5.6182 -1.9909
O: 8.5678 7.1689 1.7636
H: -7.7664 5.2186 -1.2940
H: 6.2263 8.5800 -0.9815
C: -4.2287 -1.9803 -10.4301
C: -3.5723 -3.3049 1.9012
C: 2.9642 -0.4231 0.2613
H: -4.5942 5.6308 3.0463
O: -6.8564 -2.0707 -10.9445
H: 12.9071 2.4109 2.5892
C: -1.1723 -2.5157 -1.3282
H: 0.0548 -5.1667 4.6986
H: 0.3211 -6.8229 3.8156
H: -5.9276 0.0164 -2.3368
O: 0.1509 -5.1592 2.4648
O: 11.6935 0.9748 1.6952
C: 7.0909 8.1803 8.7291

**Net charge**: +1

Results of the Mulliken charge analysis, in e, for atoms 1 through 4: 0.237, -0.238, 0.334, 0.214

---

no.,Kohn-Sham gap (eV),lowest unoccupied orbital energy (eV),E_tot (Eh)
1,9.36,0.406,-2897.12502
2,7.05,-2.446,-5016.24435